# C16H31Cl3O7

A molecular structure, C16H31Cl3O7 (ωB97M-V with the def2-TZVPD basis set, the Open Molecules 2025 dataset).

Output
ΔE to the lowest compared entry with this formula, charge and spin: 20.114 eV
Highest occupied orbital energy: -8.0 eV
LUMO energy: 0.2 eV
E_tot: -68973.896 eV

Structure (XYZ):
```
57
Properties=species:S:1:pos:R:3:forces:R:3
C 0.344595 0.321380 1.446847 -1.3 -1.4 0.6
Cl -0.926995 0.332471 2.688329 0.5 -1.2 1.8
Cl 1.321795 1.763616 1.388243 -2.0 -2.7 15.0
Cl -0.475201 -0.238635 -0.077588 -2.7 1.9 3.3
H 0.933477 -0.570072 1.662794 -0.6 1.9 0.4
C 1.654026 2.105744 -0.829858 1.3 7.6 -9.0
O 0.417791 1.483831 -1.244643 -0.7 3.5 -3.5
C -0.551151 2.264617 -1.916987 1.4 2.1 0.4
O -0.432795 3.486084 -2.116631 -0.7 -3.1 0.5
O -1.602832 1.494373 -2.252816 2.0 0.6 0.1
C -2.861120 2.106596 -2.528790 0.3 0.5 -1.6
H 2.480613 1.397331 -0.884668 0.3 3.6 -2.4
H 1.488096 2.357178 0.217691 1.5 3.7 -7.3
H 1.890120 2.914090 -1.521909 -0.7 0.9 0.0
H -2.822951 2.393956 -3.579533 -0.2 0.3 0.0
H -3.019134 2.940012 -1.844284 -0.2 0.0 -1.1
H -3.602530 1.323183 -2.371684 0.1 0.3 -0.2
C -1.317574 2.466895 1.042029 0.0 2.6 -0.5
C -2.571223 2.482903 0.241090 -1.0 -0.6 1.4
O -2.861922 1.483502 -0.376648 -1.0 -0.1 2.4
C -3.561360 3.690964 0.310716 0.7 -0.7 -0.9
H -0.430209 2.041825 0.572985 -2.1 0.3 -0.5
H -1.461859 1.928800 1.978891 -0.6 1.4 -0.8
H -0.958535 3.475153 1.248493 -0.3 0.3 0.3
H -3.011988 4.541946 -0.091918 -0.1 0.3 0.3
H -4.003040 3.926196 1.279059 0.5 -0.2 0.2
H -4.383172 3.484948 -0.375066 0.0 -0.1 0.1
C -0.339528 -0.625726 -2.802954 -0.4 -2.1 -0.2
C 0.578075 -1.854144 -2.767712 1.0 0.9 -0.4
O 0.749250 -2.608103 -3.706724 -0.3 0.3 0.7
C 1.362151 -2.009604 -1.438852 -1.0 -0.8 -2.5
H -0.727972 -0.486815 -1.794038 0.1 -0.1 -1.5
H -1.243394 -0.862179 -3.364396 0.3 0.2 -0.7
H 0.163689 0.303069 -3.071664 0.0 -0.7 -0.3
H 2.414897 -1.742738 -1.531646 0.0 -0.2 -0.7
H 1.308176 -3.074039 -1.210461 0.1 -0.1 0.2
H 0.920085 -1.384174 -0.663286 0.0 -0.9 -2.1
C 2.151404 -1.744777 0.938653 1.0 -1.3 0.5
C 2.642380 -0.554172 0.188518 -0.5 2.0 1.1
O 1.935334 0.438916 -0.108118 3.8 -14.0 3.9
C 4.099658 -0.473112 -0.012308 0.5 0.0 -0.9
H 2.826583 -2.600411 0.949072 0.4 0.2 -0.3
H 1.228280 -2.100721 0.481224 1.1 0.0 1.4
H 1.986985 -1.516886 1.991805 0.5 -0.1 0.1
H 4.649012 0.002869 0.799945 -0.3 -0.1 0.3
H 4.252040 0.159073 -0.887074 0.5 -0.2 -0.1
H 4.437882 -1.501317 -0.140693 0.5 0.3 -0.2
C -0.805956 -4.236662 1.773644 -0.1 0.0 -0.3
C -0.415080 -2.832648 2.187234 -1.0 1.1 -1.7
O -0.260701 -1.937548 1.333416 -1.4 -6.1 4.0
C -0.243406 -2.586468 3.641190 0.0 -0.2 1.0
H -1.626255 -4.660696 2.352781 0.2 0.1 0.4
H 0.074549 -4.870194 1.880692 0.0 -0.2 0.1
H -1.140731 -4.313884 0.739201 0.3 0.4 -0.1
H -1.107651 -2.902290 4.225512 -0.4 -0.1 -0.3
H -0.061801 -1.552793 3.935524 0.3 -0.3 -0.3
H 0.517122 -3.270713 4.017372 0.4 0.1 0.0
```
Positions in Å, forces in eV/Å.